Entry 1:
# C4H5NO

A structure of composition C4H5NO (ωB97M-V/def2-TZVPD, OMol25).

Last column: natural (NBO) charge in e.
Cartesian coordinates (Å):
O: 0.5080 0.3654 1.6356  -0.6591
C: 0.1931 -0.2940 0.4672  0.1279
C: -0.5688 0.3587 -0.6673  -0.3744
C: -1.3046 -0.5271 0.2928  -0.3902
C: 1.3365 -0.4893 -0.3789  0.3384
N: 1.9115 0.2697 -1.1173  -0.5182
H: 1.1444 1.0680 1.4262  0.4817
H: 0.7973 1.0405 -1.1549  0.3295
H: -0.5056 -0.1961 -1.6027  0.2049
H: -1.8177 -0.1159 1.1588  0.2395
H: -1.6941 -1.4799 -0.0596  0.2200

As for the HOMO energy (alpha / beta): -0.34360 / -0.34362 Ha. The net charge is 0.


Entry 2:
# C4H5NO

The molecule C4H5NO (ωB97M-V/def2-TZVPD, OMol25).

Last column: natural (NBO) charge in e.
Cartesian coordinates (Å):
O: -2.0867 0.2030 -0.7048  -0.6872
C: -0.9621 -0.1719 -0.0118  0.3753
C: -0.3589 0.5956 0.9443  -0.3291
C: 1.0390 0.3872 0.8128  -0.3039
C: 1.2236 -0.5672 -0.1574  -0.0730
N: -0.0043 -0.9215 -0.6545  -0.5415
H: -1.6990 0.9167 -1.2392  0.4799
H: -0.8891 1.2954 1.5761  0.2261
H: 1.8085 0.9900 1.2717  0.2238
H: 2.1197 -0.9857 -0.5862  0.2114
H: -0.2030 -1.7162 -1.2434  0.4182

As for the HOMO energy: -0.29883 Ha. The net charge is 0. Its SMILES is Oc1ccc[nH]1.


Entry 3:
# C4H5NO

A cluster of 2 separate species, C4H5NO in total (ωB97M-V/def2-TZVPD, OMol25).

Last column: natural (NBO) charge in e.
Cartesian coordinates (Å):
O: -1.9921 0.1757 -0.3999  -0.5547
C: -0.8168 0.1327 -0.1481  0.6268
C: 0.2265 -0.9491 -0.2588  -0.0441
C: 1.3618 -0.6504 0.0923  -0.0347
C: 1.3930 0.7728 0.5549  -0.2505
N: -0.0283 1.1503 0.3552  -0.6102
H: 1.6819 0.8664 1.6062  0.2268
H: 2.0558 1.3974 -0.0520  0.2268
H: -0.4240 2.0588 0.5583  0.4082
H: -1.4977 -2.7688 -1.1284  -0.0172
H: -1.9601 -2.1857 -1.1797  0.0228

As for the HOMO energy (alpha / beta): -0.38446 / -0.38442 Ha. The net charge is 0. Its SMILES is O=C1C#CCN1.[H][H].


Entry 4:
# C4H5NO

A structure of composition C4H5NO (ωB97M-V/def2-TZVPD, OMol25).

Last column: natural (NBO) charge in e.
Cartesian coordinates (Å):
O: 0.1616 0.4705 -2.1068  -0.6594
C: 0.0836 0.1080 -0.7964  0.2035
C: 1.0961 -0.4353 -0.0678  -0.0920
N: 0.6370 -0.6157 1.2210  -0.5333
C: -0.6878 -0.3040 1.4144  -0.1581
C: -1.0311 0.2319 0.1111  -0.4296
H: -0.7157 0.7337 -2.4076  0.4812
H: 2.1015 -0.6912 -0.3745  0.2195
H: 1.2219 -0.9513 1.9705  0.4091
H: -0.8304 0.9721 1.1588  0.3175
H: -2.0495 0.5054 -0.1554  0.2414

As for the HOMO energy: -0.31376 Ha. The net charge is 0.


Entry 5:
# C4H5NO

The molecule C4H5NO (ωB97M-V/def2-TZVPD, OMol25).

Last column: natural (NBO) charge in e.
Cartesian coordinates (Å):
C: 0.9017 -1.0453 0.4318  -0.7311
C: 0.6802 0.1095 -0.5109  0.6115
O: 1.5578 0.6045 -1.1753  -0.5061
C: -0.7637 0.6281 -0.6441  -0.6166
C: -1.3267 1.0405 0.6428  0.2783
N: -1.7404 1.3701 1.6716  -0.3077
H: 1.9656 -1.2842 0.4609  0.2456
H: 0.3386 -1.9206 0.0850  0.2369
H: 0.5415 -0.8035 1.4378  0.2483
H: -1.3930 -0.1696 -1.0587  0.2652
H: -0.7617 1.4703 -1.3410  0.2757

As for the HOMO energy: -0.38351 Ha. The net charge is 0. Its SMILES is CC(=O)CC#N.


Entry 6:
# C4H5NO

The molecule C4H5NO (ωB97M-V/def2-TZVPD, OMol25).

Last column: natural (NBO) charge in e.
Cartesian coordinates (Å):
O: 0.0564 -1.7252 -1.3962  -0.6639
C: -0.0033 -0.6394 -0.5813  0.2089
C: -0.3333 -0.6178 0.7874  -0.3565
C: -0.1599 0.6663 1.2492  -0.0751
N: 0.3066 1.4348 0.1431  -0.5196
C: 0.3033 0.6264 -0.9743  -0.1416
H: -0.1933 -2.4843 -0.8606  0.4745
H: -0.6248 -1.4963 1.3550  0.2161
H: -0.1362 0.8263 2.3353  0.2239
H: 0.4487 2.4229 -0.0642  0.4191
H: 0.3358 0.9863 -1.9934  0.2143

As for the HOMO energy: -0.28806 Ha. The net charge is 0. Its SMILES is Oc1cc[nH]c1.


Entry 7:
# C4H5NO

The molecule C4H5NO (ωB97M-V/def2-TZVPD, OMol25).

Last column: natural (NBO) charge in e.
Cartesian coordinates (Å):
C: 1.7529 1.1641 0.7025  -0.1705
C: 1.0466 0.2532 1.0511  -0.1115
C: 0.0475 -0.8216 1.0112  0.6030
O: -0.0630 -1.7204 1.8226  -0.5740
N: -0.7236 -0.6989 -0.1115  -0.5987
C: -0.6013 0.3673 -1.0907  -0.4170
H: 2.3357 1.9892 0.3606  0.2384
H: -1.2782 -1.5137 -0.3290  0.4096
H: -1.1127 0.0759 -2.0087  0.2116
H: 0.4527 0.5539 -1.3132  0.2097
H: -1.0372 1.3040 -0.7204  0.1994

As for the HOMO energy: -0.36434 Ha. The net charge is 0. Its SMILES is C#CC(=O)NC.


Entry 8:
# C4H5NO

A structure of composition C4H5NO (ωB97M-V/def2-TZVPD, OMol25).

Last column: natural (NBO) charge in e.
Cartesian coordinates (Å):
N: 2.6248 -0.8389 0.7542  -0.3186
C: 1.5997 -0.6538 0.2432  0.2703
C: 0.3090 -0.4058 -0.3737  -0.3849
C: -1.0422 -0.4109 0.6003  -0.0058
O: -1.4384 0.7975 0.1173  -0.5195
C: -0.1700 1.0632 -0.4685  -0.0354
H: 0.2282 -0.9458 -1.3201  0.2461
H: -0.7695 -0.4892 1.6298  0.1851
H: -1.4972 -1.3277 0.1542  0.1860
H: 0.4261 1.7483 0.1428  0.1863
H: -0.2704 1.4631 -1.4796  0.1902

As for the HOMO energy: -0.39095 Ha. The net charge is 0.


Entry 9:
# C4H5NO

A structure of composition C4H5NO (ωB97M-V/def2-TZVPD, OMol25).

Last column: natural (NBO) charge in e.
Cartesian coordinates (Å):
O: 2.1900 0.4795 -0.0641  -0.6622
C: 0.8381 0.3519 -0.0723  0.5267
C: 0.2302 -0.8979 -0.0701  -0.4641
C: -1.1312 -0.7950 0.1258  -0.2383
C: -1.6620 0.4571 0.3342  -0.0756
N: 0.0187 1.3867 -0.0346  -0.6392
H: 2.5469 -0.4229 -0.0124  0.4914
H: 0.7617 -1.8209 -0.2069  0.2116
H: -1.7697 -1.6805 0.1274  0.2404
H: -2.5843 0.6794 -0.2423  0.2067
H: 0.5616 2.2626 0.1152  0.4027

As for the HOMO energy: -0.29216 Ha. The net charge is 0.


Entry 10:
# C4H5NO

A structure of composition C4H5NO (ωB97M-V/def2-TZVPD, OMol25).

Last column: natural (NBO) charge in e.
Cartesian coordinates (Å):
C: 1.9218 0.5478 -0.0915  -0.4400
N: 0.1875 0.4600 -0.1869  -0.5917
C: 0.0379 -0.7798 0.1857  0.8167
C: -1.8510 -0.4919 0.1595  -0.2797
C: -3.0506 -0.4569 -0.0018  -0.3092
O: 0.4428 -1.8852 0.1064  -0.5009
H: -0.2750 1.2057 0.3154  0.4347
H: 2.2934 0.2378 0.8834  0.2108
H: 2.3096 -0.0557 -0.9092  0.2249
H: 2.0779 1.6105 -0.2562  0.2092
H: -4.0943 -0.3923 -0.2048  0.2253

As for the HOMO energy: -0.35418 Ha. The net charge is 0.


Entry 11:
# C4H5NO

A cluster of 2 separate species, C4H5NO in total (ωB97M-V/def2-TZVPD, OMol25).

Last column: natural (NBO) charge in e.
Cartesian coordinates (Å):
C: 1.1845 0.3264 1.0871  -0.6613
C: 0.1031 0.4160 0.0711  -0.3181
C: -0.6249 -1.2101 -0.1811  0.7207
O: -0.9542 -2.3346 -0.1364  -0.4194
C: -1.5611 -0.1198 -1.6541  -0.0780
N: -2.1739 0.1751 -2.6030  -0.4460
H: 0.7718 -0.0394 2.0276  0.2221
H: 1.6217 1.3162 1.2414  0.2369
H: 1.9652 -0.3464 0.7259  0.2234
H: 0.4408 0.7821 -0.9235  0.2637
H: -0.7730 1.0344 0.3449  0.2560

As for the HOMO energy: -0.37257 Ha. The net charge is 0.


Entry 12:
# C4H5NO

A structure of composition C4H5NO (ωB97M-V/def2-TZVPD, OMol25).

Last column: natural (NBO) charge in e.
Cartesian coordinates (Å):
C: -1.5741 -0.1158 -0.2277  -0.4707
C: -0.1009 -0.2340 -0.1599  0.2574
C: -0.3604 0.3738 1.0552  -0.3254
O: 2.2616 0.3876 0.6099  -0.5720
C: 2.0893 -0.2928 -0.3838  0.5196
N: 0.8464 -0.6128 -0.9469  -0.5678
H: -1.6942 0.3000 0.9521  0.2984
H: -2.1468 -1.0226 -0.0350  0.2542
H: -1.9817 0.5701 -0.9691  0.2431
H: -0.2253 1.4536 1.1227  0.2419
H: 2.9379 -0.7207 -0.9410  0.1214

As for the HOMO energy: -0.34142 Ha. The net charge is 0.


Entry 13:
# C4H5NO

The molecule C4H5NO (ωB97M-V/def2-TZVPD, OMol25).

Last column: natural (NBO) charge in e.
Cartesian coordinates (Å):
C: -0.4466 2.5117 0.3121  -0.2172
C: -0.5967 1.3377 0.0940  -0.0353
C: -0.7499 -0.1097 -0.1066  -0.3125
N: 0.0281 -0.8809 0.8461  -0.6045
C: 1.0839 -1.6421 0.4386  0.5305
O: 1.3764 -1.8656 -0.7164  -0.6044
H: -0.2863 3.5488 0.4998  0.2377
H: -0.3962 -0.4113 -1.0966  0.2679
H: -1.8079 -0.3818 -0.0393  0.2235
H: -0.0566 -0.6631 1.8277  0.3997
H: 1.6437 -2.0696 1.2908  0.1145

As for the HOMO energy: -0.36874 Ha. The net charge is 0. Its SMILES is C#CCNC=O.


Entry 14:
# C4H5NO

The molecule C4H5NO (ωB97M-V/def2-TZVPD, OMol25).

Last column: natural (NBO) charge in e.
Cartesian coordinates (Å):
N: -1.5787 -1.1001 -1.9165  -0.3159
C: -0.8196 -0.2930 -1.5714  0.2811
C: 0.1098 0.6499 -0.9291  -0.5310
C: -0.1487 0.4357 0.5617  0.0650
C: 0.4916 -0.6854 1.2351  -0.1086
O: 0.8390 0.6673 1.5329  -0.4711
H: -0.0703 1.6824 -1.2695  0.2555
H: 1.1436 0.3940 -1.1774  0.2553
H: -1.1691 0.7165 0.8209  0.1915
H: -0.0550 -1.2140 2.0126  0.1934
H: 1.2574 -1.2534 0.7007  0.1848

As for the HOMO energy: -0.40351 Ha. The net charge is 0. Its SMILES is N#CC[C@H]1CO1.


Entry 15:
# C4H5NO

The molecule C4H5NO (ωB97M-V/def2-TZVPD, OMol25).

Last column: natural (NBO) charge in e.
Cartesian coordinates (Å):
C: 2.0890 -0.5869 -1.7740  0.6601
C: -1.2769 -0.5173 0.6048  -0.3964
C: -0.2943 -0.1209 -0.2981  -0.2546
C: 1.0559 0.2978 -0.0359  -0.0880
N: 1.8912 0.5466 -1.1424  -0.6357
O: 1.7492 -1.6909 -2.1474  -0.5025
H: -2.2426 -0.7714 0.1335  0.1987
H: -1.1348 -0.8631 1.6684  0.2017
H: -0.6170 -0.1190 -1.4113  0.2113
H: 1.4801 0.0100 0.8531  0.1776
H: 2.5208 1.3989 -1.0705  0.4279

As for the HOMO energy (alpha / beta): -0.28880 / -0.25765 Ha. The net charge is 0.


Entry 16:
# C4H5NO

A structure of composition C4H5NO (ωB97M-V/def2-TZVPD, OMol25).

Last column: natural (NBO) charge in e.
Cartesian coordinates (Å):
O: 2.0901 -0.9507 -0.1462  -0.5459
C: 1.0617 -0.3334 -0.0137  0.6698
N: -0.1680 -1.2023 -0.2596  -0.5461
C: -1.4260 -0.8917 -0.3261  0.0201
C: -0.4086 1.5650 0.2724  -0.3679
C: 0.8492 1.0585 0.3416  -0.4591
H: 0.1552 -2.1623 -0.3819  0.4069
H: -1.4357 0.4500 -0.0854  0.2701
H: -2.0766 -1.7648 -0.5301  0.1689
H: -0.4167 2.6461 0.5048  0.1714
H: 1.7753 1.5856 0.6244  0.2117

As for the HOMO energy: -0.29875 Ha. The net charge is 0.


Entry 17:
# C4H5NO

A structure of composition C4H5NO (ωB97M-V/def2-TZVPD, OMol25).

Last column: natural (NBO) charge in e.
Cartesian coordinates (Å):
C: 0.1930 -0.9504 -1.5706  -0.6762
C: 0.2480 0.0566 -0.4409  0.2236
N: 0.8206 1.1419 -0.2900  0.0113
O: 0.8112 1.9168 0.6913  -0.3520
C: -0.4015 0.9314 1.9869  -0.0694
C: -0.6709 -0.0936 1.2968  -0.3484
H: 0.5439 -0.5335 -2.5258  0.2504
H: 0.8065 -1.8336 -1.3533  0.2321
H: -0.8367 -1.2906 -1.7244  0.2307
H: -0.3616 1.6642 2.7812  0.2481
H: -1.1691 -1.0378 1.1745  0.2498

As for the HOMO energy: -0.34402 Ha. The net charge is 0.


Entry 18:
# C4H5NO

The molecule C4H5NO (ωB97M-V/def2-TZVPD, OMol25).

Last column: natural (NBO) charge in e.
Cartesian coordinates (Å):
N: -0.8203 -0.3804 2.8876  -0.3065
C: -0.9584 0.0828 1.8373  0.2853
C: -1.0741 0.6104 0.4773  -0.7040
C: 0.3167 1.0352 -0.0101  0.4304
C: 1.1958 -0.6188 -1.0988  -0.2817
O: 0.4347 0.5909 -1.2830  -0.5815
H: -1.6673 1.5344 0.4892  0.2933
H: -1.5675 -0.1175 -0.1804  0.2478
H: 1.6765 -0.5868 -0.1122  0.2103
H: 1.9585 -0.6834 -1.8713  0.2148
H: 0.5055 -1.4667 -1.1357  0.1918

As for the HOMO energy: -0.33129 Ha. The net charge is 0.


Entry 19:
# C4H5NO

A structure of composition C4H5NO (ωB97M-V/def2-TZVPD, OMol25).

Last column: natural (NBO) charge in e.
Cartesian coordinates (Å):
O: -0.2537 1.4123 -1.5187  -0.5491
C: 0.8829 -0.7276 -0.0193  0.0675
N: -0.4510 -1.0692 0.2623  -0.5887
C: -1.1459 0.2191 0.3514  -0.3208
C: -0.0817 1.0090 -0.3949  0.5202
C: 1.2404 0.5720 -0.0064  -0.3854
H: 1.5921 -1.4578 -0.3405  0.2062
H: -0.5166 -1.6861 1.0658  0.3876
H: -2.0737 0.2328 -0.2236  0.2238
H: -1.3046 0.5730 1.3732  0.2038
H: 2.1117 0.9224 -0.5493  0.2349

As for the HOMO energy: -0.33392 Ha. The net charge is 0.


Entry 20:
# C4H5NO

The molecule C4H5NO (ωB97M-V/def2-TZVPD, OMol25).

Last column: natural (NBO) charge in e.
Cartesian coordinates (Å):
O: -1.2768 2.0521 0.3762  -0.5734
C: -0.6266 1.0766 0.0702  0.6919
C: -1.0547 -0.4140 -0.3038  -0.5520
C: 0.2609 -1.1575 -0.1382  -0.2728
C: 1.2225 -0.2918 0.1801  -0.0170
N: 0.7482 1.0147 0.2889  -0.6351
H: -1.5238 -0.7440 -1.2584  0.2531
H: -1.8211 -0.6684 0.4433  0.2488
H: 0.4737 -2.2010 -0.3670  0.2243
H: 2.2521 -0.4981 0.4381  0.2145
H: 1.3456 1.8314 0.2706  0.4176

As for the HOMO energy: -0.31699 Ha. The net charge is 0. Its SMILES is O=C1CC=CN1.


no.,DFT total energy (eV),molar mass (g mol⁻¹)
1,-7759.50156,83.09
2,-7765.50149,83.09
3,-7761.26179,83.09
4,-7763.32710,83.09
5,-7766.13212,83.09
6,-7765.58849,83.09
7,-7764.57141,83.09
8,-7764.36445,83.09
9,-7763.43590,83.09
10,-7761.75664,83.09
11,-7762.73177,83.09
12,-7762.16231,83.09
13,-7764.80590,83.09
14,-7764.84325,83.09
15,-7762.14521,83.09
16,-7762.21541,83.09
17,-7761.20329,83.09
18,-7761.97009,83.09
19,-7764.60174,83.09
20,-7766.11537,83.09